No. 1
C22H39Cl12FN3 | ωB97M-V/def2-TZVPD

Last column: Mulliken charge in e.
CARTESIAN COORDINATES (ANGSTROEM)
C 0.030 3.410 -2.077  -0.7929
C 1.370 3.909 -1.356  0.2302
F 2.349 4.475 -2.250  -0.3461
N 1.166 4.903 -0.257  0.0114
C 0.610 6.095 -0.373  -0.0063
N 0.133 6.526 -1.715  -0.3980
N 0.460 7.073 0.712  -0.2355
C -0.578 6.690 1.718  -0.7165
C -0.146 5.481 2.694  0.7339
C -1.240 4.405 2.985  -0.6024
C -0.827 3.212 3.886  -0.3525
C 0.613 3.106 4.466  -0.2549
C 1.682 4.193 4.214  -0.5338
C 1.297 5.404 3.310  -0.3653
H 0.047 3.792 -3.166  0.2798
H -0.873 3.813 -1.510  0.3013
H -0.005 2.268 -2.086  0.1907
H 1.876 2.965 -0.895  0.3293
H 1.515 4.630 0.689  0.2941
H 0.870 7.134 -2.107  0.3190
H -0.728 7.073 -1.520  0.3282
H 1.357 7.338 1.141  0.3505
H -1.606 6.526 1.231  0.3357
H -0.703 7.607 2.412  0.3479
H -2.292 4.518 2.541  0.2575
H -1.610 2.421 4.104  0.3316
H 0.934 2.182 5.121  0.4560
H 2.740 4.155 4.625  0.3685
H 2.014 6.254 3.064  0.2225
Cl 2.150 0.796 -2.005  -0.2937
C 2.020 -0.982 -2.105  -0.5194
C 1.097 -1.438 -3.222  0.0314
Cl -0.609 -1.042 -2.897  -0.1902
H 1.684 -1.349 -1.134  0.3819
H 3.023 -1.359 -2.284  0.2869
H 1.156 -2.523 -3.322  -0.1072
H 1.368 -0.992 -4.180  0.3932
Cl -1.481 -4.726 0.969  -0.1996
C -2.405 -3.297 1.493  0.2057
C -2.042 -2.059 0.697  -0.5802
Cl -0.389 -1.492 1.052  -0.2391
H -2.231 -3.153 2.561  0.1580
H -3.461 -3.533 1.348  -0.0563
H -2.716 -1.242 0.954  0.2371
H -2.116 -2.235 -0.377  0.5029
Cl -5.824 -4.766 -0.201  -0.1651
C -6.753 -3.338 0.320  -0.5557
C -6.394 -2.101 -0.478  -0.4479
Cl -4.742 -1.531 -0.123  -0.1627
H -6.579 -3.192 1.388  0.3290
H -7.808 -3.578 0.177  0.3544
H -7.072 -1.285 -0.221  0.3019
H -6.467 -2.279 -1.552  0.3400
Cl 1.441 -1.662 6.392  -0.1888
C -0.260 -1.602 5.869  -0.5105
C -0.411 -1.004 4.484  -0.3112
Cl -0.029 0.739 4.454  -0.1484
H -0.824 -1.038 6.614  0.3408
H -0.628 -2.630 5.870  0.3465
H -1.445 -1.105 4.148  0.1679
H 0.233 -1.501 3.758  0.2430
Cl 5.837 -5.173 -3.679  -0.1601
C 6.105 -4.125 -2.265  -0.4259
C 4.981 -4.231 -1.254  -0.5953
Cl 3.460 -3.528 -1.862  -0.1419
H 6.229 -3.101 -2.621  0.2945
H 7.044 -4.443 -1.809  0.3236
H 5.244 -3.680 -0.349  0.3137
H 4.788 -5.268 -0.975  0.3523
Cl 2.217 -6.180 -4.218  -0.1348
C 0.519 -6.083 -4.746  -0.5713
C 0.381 -5.444 -6.113  -0.4289
Cl 0.785 -3.709 -6.088  -0.1638
H -0.041 -5.534 -3.988  0.2994
H 0.138 -7.106 -4.776  0.3793
H -0.652 -5.523 -6.457  0.2970
H 1.023 -5.930 -6.851  0.3339

- net charge = +1
- multiplicity = 1
- HOMO level (eV) = -11.40
- orbital gap (eV) = 7.405

No. 2
C5H12N2 | ωB97M-V/def2-TZVPD

Last column: Mulliken charge in e.
CARTESIAN COORDINATES (ANGSTROEM)
C -0.866 0.555 -0.276  -0.0908
C 0.547 -1.149 0.819  -1.1986
C -1.828 0.762 0.990  -1.2868
N 0.414 0.160 0.218  0.1932
N -1.388 -0.358 -1.266  -0.6061
C 1.549 0.621 -0.550  0.0675
C 2.709 0.007 -0.756  -0.8216
H -0.759 1.533 -0.756  0.4092
H -1.585 -1.271 -0.871  0.2201
H -2.216 0.011 -1.715  0.2548
H 1.412 1.632 -0.914  0.1928
H 0.672 -1.946 0.077  0.3848
H -0.329 -1.372 1.423  0.3214
H 1.426 -1.147 1.465  0.3981
H -2.709 1.307 0.656  0.4171
H -2.146 -0.197 1.392  0.2942
H -1.326 1.337 1.761  0.3281
H 3.510 0.515 -1.265  0.2405
H 2.910 -0.999 -0.432  0.2820

- SMILES = C=CN(C)[C@H](C)N
- multiplicity = 1
- HOMO level (eV) = -8.08
- orbital gap (eV) = 9.089

No. 3
C4H3F3 | ωB97M-V/def2-TZVPD

Last column: Mulliken charge in e.
CARTESIAN COORDINATES (ANGSTROEM)
C 0.361 -1.749 -0.980  -0.1471
C 1.521 -1.382 -0.917  0.1526
C 0.011 1.173 0.512  -0.5359
C -1.059 0.601 0.758  0.2836
F 2.504 -0.732 -1.316  -0.1857
F -1.335 -0.399 1.530  -0.2144
F -2.257 1.140 0.323  -0.2655
H -0.002 2.018 -0.200  0.2518
H -0.579 -1.297 -0.417  0.2048
H 0.836 0.628 0.707  0.4560

- SMILES = C=C(F)F.C#CF
- multiplicity = 1
- HOMO level (eV) = -10.37
- orbital gap (eV) = 10.886

No. 4
C4H9NO2 | ωB97M-V/def2-TZVPD

Last column: Mulliken charge in e.
CARTESIAN COORDINATES (ANGSTROEM)
C 0.306 0.465 0.855  -0.4609
C -0.530 -0.795 1.165  -0.5394
C -2.008 -0.501 1.283  0.0510
O -2.490 0.643 1.301  -0.4966
N 1.140 0.164 -0.255  -0.4082
C 0.557 0.272 -1.672  -0.2398
O 1.654 0.462 -2.662  -0.5512
H 0.806 0.652 1.849  0.3425
H -0.273 1.473 0.624  0.3081
H -0.370 -1.441 0.304  0.2662
H -0.216 -1.222 2.279  0.3107
H -2.646 -1.327 1.634  0.3650
H 1.921 0.795 -0.054  0.2426
H -0.038 1.173 -1.908  0.2703
H -0.112 -0.553 -1.961  0.2360
H 2.300 -0.259 -2.783  0.3036

- SMILES = O=CCCNCO
- multiplicity = 1
- HOMO level (eV) = -9.07
- orbital gap (eV) = 9.879

No. 5
CH2BrCl2P | ωB97M-V/def2-TZVPD

Last column: Mulliken charge in e.
CARTESIAN COORDINATES (ANGSTROEM)
C -0.531 -0.910 -0.880  -0.7154
P -0.226 0.821 1.491  0.3430
Cl 1.636 0.533 2.217  -0.1615
Cl 0.059 2.568 0.561  -0.1516
Br 1.132 -0.980 -1.738  -0.0332
H -0.795 -1.944 -0.462  0.3230
H -1.276 -0.088 -1.188  0.3956

- multiplicity = 1
- HOMO level (alpha / beta) (eV) = -8.19 / -8.51
- orbital gap (alpha / beta) (eV) = 7.785 / 7.508

No. 6
C2H5O2P | ωB97M-V/def2-TZVPD

Last column: Mulliken charge in e.
CARTESIAN COORDINATES (ANGSTROEM)
C 0.447 -0.899 1.136  -0.3051
C -0.963 0.553 -0.293  -0.6708
O -0.189 1.801 2.081  -0.5567
O 1.414 0.038 0.804  -0.3593
P 0.253 1.390 0.816  0.5647
H 0.393 -1.859 0.676  0.3393
H 0.017 -0.722 2.149  0.2978
H -0.581 0.020 -1.078  0.3553
H -1.885 1.099 -0.390  0.3043
H 1.276 2.285 0.351  0.0306

- multiplicity = 1
- HOMO level (alpha / beta) (eV) = -8.91 / -9.25
- orbital gap (alpha / beta) (eV) = 7.971 / 8.628

No. 7
C23H42BiN3OP2 | ωB97M-V/def2-TZVPD

Last column: Mulliken charge in e.
CARTESIAN COORDINATES (ANGSTROEM)
Bi -0.282 -0.653 -0.265  0.9671
P 1.914 -1.125 -1.648  0.2074
P -2.756 0.149 0.182  0.1418
N -1.253 -1.584 -2.103  -0.0764
C 1.067 -2.165 -2.926  -0.9053
H 1.682 -2.134 -3.840  0.3980
H 1.093 -3.206 -2.566  0.5082
C -0.402 -1.782 -3.268  -0.9112
H -0.386 -0.890 -3.936  0.3386
H -0.825 -2.609 -3.880  0.4806
C -2.620 -1.180 -2.397  -0.9051
H -3.111 -1.990 -2.980  0.4786
H -2.662 -0.274 -3.044  0.3386
C -3.495 -0.922 -1.136  -0.9066
H -3.745 -1.888 -0.668  0.5102
H -4.452 -0.465 -1.436  0.3895
C -3.301 1.887 -0.091  0.5122
C -2.360 2.899 0.576  -1.0090
H -2.685 3.909 0.285  0.5042
H -1.325 2.761 0.231  0.0149
H -2.393 2.826 1.674  0.2053
C -3.125 -0.412 1.924  0.7923
C -2.619 0.532 3.027  -1.4556
H -2.700 -0.005 3.984  0.5141
H -3.227 1.445 3.112  0.2856
H -1.563 0.804 2.891  0.1349
C 3.002 -2.088 -0.477  0.8235
C 3.805 -1.226 0.511  -1.4692
H 4.229 -1.903 1.268  0.5125
H 3.174 -0.497 1.037  0.1456
H 4.647 -0.707 0.028  0.2886
C 2.855 0.207 -2.502  0.5021
C 3.139 1.398 -1.576  -1.0141
H 3.606 2.191 -2.178  0.5166
H 3.827 1.127 -0.761  0.2032
H 2.206 1.797 -1.152  0.0074
C -0.184 1.391 -1.439  -0.1178
O -0.424 1.941 -2.437  -0.2076
C -4.578 -0.828 2.158  -1.4492
H -5.259 0.031 2.192  0.2755
H -4.935 -1.540 1.405  0.3519
H -4.634 -1.329 3.134  0.4546
C 3.884 -3.138 -1.154  -1.4534
H 4.318 -3.772 -0.370  0.4561
H 3.316 -3.793 -1.825  0.3526
H 4.715 -2.688 -1.711  0.2790
C 4.116 -0.311 -3.202  -1.5163
H 4.500 0.482 -3.858  0.4537
H 4.915 -0.554 -2.490  0.2789
H 3.925 -1.189 -3.833  0.3508
C -4.771 2.117 0.275  -1.5134
H -4.930 2.136 1.362  0.2789
H -5.077 3.098 -0.110  0.4556
H -5.444 1.372 -0.167  0.3484
H -3.203 2.001 -1.185  0.4785
H 2.148 0.541 -3.280  0.4761
H -2.509 -1.330 1.980  0.2965
H 2.241 -2.633 0.115  0.2607
H -0.418 -3.322 0.608  -0.0882
H -0.183 -3.161 1.303  0.2073
N 2.343 5.134 2.618  -0.4091
C 2.106 3.997 2.755  -0.4249
C 1.796 2.594 2.877  0.2528
C 2.054 1.877 4.063  -0.3114
C 1.717 0.529 4.095  -0.9547
C 1.141 -0.067 2.966  -0.5112
N 0.900 0.639 1.840  1.0275
C 1.219 1.946 1.777  -0.5391
H 2.505 2.389 4.913  0.5454
H 1.884 -0.101 4.972  0.4911
H 0.851 -1.127 2.928  0.5028
H 0.997 2.439 0.828  0.5521

- net charge = +2
- multiplicity = 1
- HOMO level (eV) = -13.62
- orbital gap (eV) = 6.283

No. 8
C3H5CeO6PS | ωB97M-V/def2-TZVPD

Last column: Mulliken charge in e.
CARTESIAN COORDINATES (ANGSTROEM)
O -2.082 0.308 -2.716  -0.2500
C -1.104 0.201 -2.114  0.4188
O -0.072 -0.695 -2.268  -0.2676
C 0.212 -1.138 -0.972  -0.1701
S -1.141 -2.090 -0.241  -0.1217
C 0.249 0.292 -0.358  0.0244
P 0.298 0.397 1.419  1.0277
O 0.854 -0.827 2.096  -0.6304
O 1.492 1.653 1.828  -0.5725
O -1.017 0.898 1.984  -0.3771
O -0.777 0.978 -0.961  -0.3611
H 1.155 -1.647 -0.878  0.4233
H -1.878 -2.179 -1.349  0.2849
H 1.194 0.717 -0.750  0.3738
H 1.535 2.204 1.006  0.5047
H -1.819 0.547 1.523  0.4707
Ce 2.901 0.382 2.752  2.2222

- net charge = +3
- multiplicity = 2
- HOMO level (alpha / beta) (eV) = -19.55 / -19.55
- ⟨S²⟩ = 0.751
- orbital gap (alpha / beta) (eV) = 3.450 / 4.112

No. 9
C3H7NO3 | ωB97M-V/def2-TZVPD

Last column: Mulliken charge in e.
CARTESIAN COORDINATES (ANGSTROEM)
O 1.241 1.490 -1.535  -0.5070
C 1.157 1.005 -0.443  0.3050
O 1.678 1.486 0.708  -0.4189
C -0.092 0.078 -0.305  0.5680
C -0.665 -0.187 1.033  -0.6043
O -1.804 -1.069 0.824  -0.5604
N 0.228 -1.115 -0.994  -0.7919
H 2.112 2.290 0.437  0.3380
H -0.936 0.655 -0.746  0.2163
H -0.964 0.752 1.486  0.3036
H 0.133 -0.753 1.498  0.3434
H -1.831 -1.979 1.096  0.3006
H -0.583 -1.714 -1.042  0.2528
H 0.326 -0.940 -2.016  0.2547

- SMILES = N[C@@H](CO)C(=O)O
- multiplicity = 1
- HOMO level (eV) = -9.68
- orbital gap (eV) = 10.291

No. 10
C2FI3 | ωB97M-V/def2-TZVPD

Last column: Mulliken charge in e.
CARTESIAN COORDINATES (ANGSTROEM)
C -0.021 1.086 0.192  -0.2052
C -0.012 -2.338 0.031  -0.2883
F 0.964 1.189 1.095  -0.1106
I -0.008 2.621 -1.364  -0.0503
I 0.859 -0.764 -0.857  0.4625
I -1.783 -1.794 0.902  0.1918

- multiplicity = 1
- HOMO level (alpha / beta) (eV) = -8.14 / -8.14
- orbital gap (alpha / beta) (eV) = 6.114 / 6.117